# C41H33BeNO3P2S

A molecular structure, C41H33BeNO3P2S (ωB97M-V with the def2-TZVPD basis set, OMol25).

Results
relative energy (zero: lowest compared OMol25 entry of this formula, charge and spin) = 32.0 kcal/mol
calculated total energy = -80503.63608 eV

```
82
Properties=species:S:1:pos:R:3:forces:R:3
Be -2.019 -1.242 -0.659 -0.19 -0.13 0.29
C 3.544 3.575 -1.604 0.02 0.02 -0.03
C 2.886 2.985 -0.348 0.02 0.03 0.10
C 3.483 3.645 0.907 -0.01 0.02 0.00
C 3.152 1.488 -0.293 -0.02 -0.11 -0.04
C 4.456 1.003 -0.328 0.03 0.06 0.01
C 4.727 -0.351 -0.304 0.04 -0.03 0.00
C 3.683 -1.260 -0.245 0.02 0.00 -0.03
C 2.364 -0.830 -0.180 0.01 0.05 -0.01
P 0.940 -2.008 -0.147 -0.01 0.26 0.19
C 1.002 -2.677 1.555 0.10 0.02 0.05
C 2.169 -3.077 2.211 0.04 0.09 0.00
C 2.117 -3.557 3.508 -0.01 -0.01 0.00
C 0.897 -3.645 4.171 -0.01 0.00 -0.01
C -0.268 -3.256 3.530 0.00 -0.02 0.05
C -0.212 -2.773 2.229 -0.02 -0.06 -0.09
C 1.684 -3.311 -1.189 -0.16 -0.05 -0.08
C 2.029 -4.583 -0.750 -0.08 -0.03 0.00
C 2.571 -5.508 -1.635 -0.03 0.00 0.01
C 2.765 -5.173 -2.964 -0.01 0.01 -0.01
C 2.402 -3.910 -3.417 0.00 -0.02 0.00
C 1.862 -2.990 -2.537 0.00 -0.01 0.02
C 2.131 0.548 -0.210 -0.04 0.05 0.07
O 0.811 0.925 -0.139 -0.04 0.05 -0.11
C 0.457 2.234 -0.326 0.03 -0.13 0.13
C -0.918 2.470 -0.385 0.17 -0.14 -0.15
C -1.368 3.780 -0.473 -0.01 -0.07 -0.08
C -0.458 4.823 -0.522 -0.03 0.05 0.00
C 0.900 4.555 -0.493 0.05 0.01 0.01
C 1.393 3.258 -0.392 -0.12 -0.07 -0.04
P -2.084 1.063 -0.267 0.05 -0.11 0.07
C -2.515 1.216 1.508 0.01 -0.02 -0.02
C -1.420 1.030 2.355 -0.04 0.00 0.00
C -1.567 1.083 3.730 0.01 -0.03 -0.02
C -2.815 1.319 4.287 -0.01 0.00 0.02
C -3.908 1.500 3.458 0.00 0.00 0.00
C -3.762 1.447 2.078 0.01 -0.04 -0.04
C -3.384 1.576 -1.445 0.03 0.08 0.01
C -2.906 1.675 -2.756 0.02 0.01 0.00
C -3.751 2.000 -3.801 -0.01 0.00 0.00
C -5.099 2.223 -3.557 0.00 -0.01 0.00
C -5.587 2.118 -2.266 0.01 0.00 0.00
C -4.737 1.794 -1.214 0.00 -0.02 -0.01
H 4.623 3.419 -1.586 -0.01 0.01 -0.01
H 3.363 4.648 -1.667 0.01 0.00 0.00
H 3.144 3.106 -2.504 0.00 0.00 0.00
H 4.560 3.477 0.954 0.00 0.00 0.00
H 3.032 3.233 1.811 0.00 0.00 0.00
H 3.309 4.722 0.898 0.00 0.00 0.00
H 5.280 1.704 -0.380 -0.01 0.00 -0.01
H 5.750 -0.700 -0.346 0.01 -0.01 0.00
H 3.896 -2.322 -0.279 0.00 0.01 -0.01
H 3.127 -3.004 1.711 -0.02 -0.01 0.01
H 3.028 -3.866 4.004 0.00 0.01 0.01
H 0.859 -4.021 5.185 0.00 0.00 0.00
H -1.224 -3.331 4.031 -0.02 0.02 -0.03
H -1.132 -2.493 1.734 -0.09 0.05 0.05
H 1.860 -4.868 0.280 0.02 0.02 0.03
H 2.830 -6.498 -1.281 0.00 0.00 0.00
H 3.181 -5.897 -3.652 0.00 0.00 0.00
H 2.526 -3.650 -4.460 0.01 0.01 0.00
H 1.572 -2.009 -2.897 -0.01 0.00 -0.01
H -2.431 3.982 -0.513 -0.01 -0.01 0.00
H -0.807 5.845 -0.585 0.00 0.01 -0.01
H 1.598 5.382 -0.537 0.00 0.00 0.00
H -0.442 0.833 1.937 0.07 -0.04 -0.02
H -0.705 0.926 4.366 0.00 -0.01 -0.01
H -2.935 1.350 5.362 0.00 0.01 -0.01
H -4.888 1.676 3.881 0.00 0.00 0.00
H -4.641 1.576 1.471 -0.02 0.01 0.01
H -1.855 1.495 -2.958 0.00 -0.01 -0.01
H -3.359 2.071 -4.807 0.00 -0.01 0.00
H -5.767 2.467 -4.373 0.00 0.01 0.00
H -6.637 2.285 -2.067 0.00 -0.01 0.00
H -5.157 1.708 -0.228 -0.01 -0.01 0.00
O -3.692 -2.589 2.056 0.02 -0.01 0.04
C -4.012 -2.013 1.048 0.15 -0.10 -0.08
O -3.203 -1.338 0.272 -0.02 0.06 0.05
H -5.054 -1.993 0.689 -0.01 0.03 0.05
S -1.691 -4.749 -3.162 0.08 0.03 -0.01
C -1.748 -3.378 -2.346 -0.09 0.02 -0.04
N -1.807 -2.368 -1.743 0.12 0.22 -0.28
```
Positions in Å, forces in eV/Å.


# C41H33BrCl5N4O3SSiZr

A molecular structure, C41H33BrCl5N4O3SSiZr (ωB97M-V with the def2-TZVPD basis set, OMol25).

Results
relative energy (zero: lowest compared OMol25 entry of this formula, charge and spin) = 0.0 kcal/mol
calculated total energy = -207809.72468 eV
net charge = -1

```
90
Properties=species:S:1:pos:R:3:forces:R:3
Zr 0.332 -0.585 1.257 -0.27 -0.67 -0.15
C 3.691 -0.429 4.483 0.02 0.00 -0.01
C 4.835 -0.538 3.699 -0.01 0.01 0.02
C 4.701 -0.690 2.333 -0.01 0.01 -0.02
C 3.433 -0.726 1.742 0.01 -0.01 0.03
C 2.256 -0.572 2.504 0.07 0.04 0.07
C 2.439 -0.444 3.890 -0.02 0.00 -0.04
C 3.296 -0.913 0.290 0.09 0.02 -0.02
C 4.393 -1.361 -0.512 -0.02 -0.01 0.04
C 4.258 -1.475 -1.849 -0.03 0.00 0.00
C 3.039 -1.078 -2.468 0.07 -0.03 -0.03
C 2.870 -1.077 -3.868 0.00 0.01 0.00
C 1.718 -0.602 -4.433 -0.02 0.00 0.01
C 0.699 -0.100 -3.603 0.01 -0.04 -0.02
C 0.833 -0.121 -2.241 -0.04 0.07 -0.04
C 2.000 -0.635 -1.633 -0.04 0.00 0.09
N 2.125 -0.616 -0.257 0.13 0.05 -0.07
H 3.779 -0.317 5.558 0.00 0.00 0.00
H 5.819 -0.500 4.149 0.00 0.00 0.00
H 5.598 -0.757 1.729 -0.01 0.00 0.00
H 1.576 -0.337 4.537 0.00 -0.01 0.00
H 5.311 -1.656 -0.028 -0.01 -0.01 0.00
H 5.069 -1.848 -2.464 0.00 0.00 0.00
H 3.680 -1.447 -4.486 0.00 0.00 0.00
H 1.590 -0.605 -5.508 0.00 0.00 0.00
H -0.219 0.282 -4.035 -0.01 -0.02 -0.02
H 0.026 0.261 -1.629 0.04 -0.02 0.00
Cl -5.367 -3.444 5.553 0.01 0.01 -0.01
C -4.305 -2.660 4.439 0.00 -0.01 0.01
C -2.927 -2.809 4.554 0.00 0.00 0.01
Cl -2.262 -3.776 5.820 -0.01 0.01 -0.01
C -2.081 -2.179 3.656 0.03 0.00 0.02
Cl -0.365 -2.341 3.772 -0.06 -0.03 0.07
C -2.560 -1.379 2.597 -0.04 0.00 0.00
O -1.776 -0.807 1.756 0.20 -0.07 0.02
C -3.964 -1.234 2.516 -0.02 0.01 -0.02
Cl -4.570 -0.238 1.251 0.00 -0.03 0.01
C -4.813 -1.864 3.411 -0.02 0.00 0.01
Cl -6.520 -1.661 3.259 0.01 0.00 0.00
Br -0.723 1.073 3.749 0.01 -0.04 -0.03
C 0.421 2.555 3.535 0.03 0.02 -0.02
C 0.517 3.406 4.596 0.02 0.04 -0.01
C 1.295 4.573 4.479 -0.02 -0.02 0.04
C 1.913 4.840 3.297 0.01 0.00 -0.02
C 1.812 3.954 2.194 0.01 0.03 0.02
C 2.459 4.296 0.985 0.00 0.00 0.01
C 2.370 3.445 -0.069 -0.02 -0.01 -0.04
C 1.676 2.221 0.061 -0.07 0.09 0.07
C 1.014 1.782 1.196 0.08 0.12 -0.06
C 1.072 2.736 2.284 -0.04 -0.01 0.02
H -0.013 3.187 5.513 0.00 0.00 0.00
H 1.380 5.251 5.319 0.00 0.00 0.00
H 2.501 5.742 3.173 0.00 0.00 0.00
H 3.012 5.225 0.926 0.00 0.00 0.01
H 2.856 3.683 -1.010 -0.01 -0.01 0.00
H 1.714 1.596 -0.813 -0.02 -0.08 -0.13
C -2.768 3.912 -3.830 -0.01 -0.01 -0.04
N -3.049 3.396 -2.514 -0.08 -0.02 -0.01
C -2.117 3.002 -1.618 0.02 0.06 0.10
N -0.835 3.239 -1.961 0.09 -0.07 -0.01
S -2.536 2.304 -0.160 -0.08 0.05 -0.01
H -3.702 4.232 -4.287 0.01 0.00 0.00
H -2.316 3.156 -4.482 0.00 0.00 0.01
H -2.105 4.779 -3.779 -0.01 0.01 0.00
H -3.996 3.205 -2.237 0.00 -0.03 -0.01
H -0.560 3.371 -2.919 0.02 0.03 0.04
H -0.135 2.928 -1.303 0.07 -0.04 0.00
O 2.248 -3.161 0.911 0.22 -0.17 -0.05
N 1.200 -2.739 1.277 -0.20 0.25 0.14
O -0.346 -1.710 -0.326 -0.30 0.63 -0.11
C -0.098 -4.075 -1.898 0.04 -0.04 0.02
Si -1.220 -2.756 -1.186 0.21 -0.18 0.10
C -2.557 -3.550 -0.150 -0.02 -0.01 0.03
C -2.045 -1.883 -2.645 0.02 -0.02 0.00
C -1.943 -2.344 -3.958 0.03 -0.01 -0.01
C -2.513 -1.651 -5.019 0.03 -0.03 0.00
C -3.204 -0.471 -4.780 -0.03 0.03 0.01
C -3.327 -0.001 -3.478 0.03 -0.07 -0.04
C -2.759 -0.704 -2.424 -0.02 0.05 -0.04
H -0.637 -4.843 -2.458 0.00 0.00 0.00
H 0.439 -4.560 -1.079 0.00 -0.01 -0.01
H 0.649 -3.624 -2.559 0.01 0.00 -0.01
H -3.070 -4.346 -0.698 0.01 0.01 0.00
H -3.302 -2.807 0.140 -0.03 0.02 0.03
H -2.126 -3.978 0.759 0.00 0.01 -0.01
H -1.389 -3.254 -4.165 -0.01 0.02 0.00
H -2.415 -2.027 -6.031 0.00 0.00 0.01
H -3.651 0.074 -5.604 0.01 0.00 0.01
H -3.869 0.911 -3.279 -0.07 0.10 0.02
H -2.860 -0.314 -1.418 0.01 0.04 0.05
```
Positions in Å, forces in eV/Å.


# C41H33Cl4IrN2O4P2Te

A molecular structure, C41H33Cl4IrN2O4P2Te at a distorted geometry (ωB97M-V with the def2-TZVPD basis set, OMol25).

Results
relative energy (zero: lowest compared OMol25 entry of this formula, charge and spin) = 0.0 kcal/mol
calculated total energy = -133020.10110 eV

```
88
Properties=species:S:1:pos:R:3:forces:R:3
Ir 1.499 0.182 -0.698 1.37 -2.15 3.11
Cl 7.146 -0.268 3.514 0.36 0.10 0.12
C 5.542 -0.333 2.917 -0.36 -0.20 0.33
C 4.544 -0.943 3.694 0.37 0.19 -0.40
Cl 4.919 -1.527 5.264 0.01 -0.14 0.16
C 3.263 -1.073 3.190 -0.46 0.35 -0.45
Cl 2.025 -1.846 4.093 -0.20 -0.20 0.18
C 2.917 -0.594 1.909 2.99 1.07 0.17
O 1.756 -0.736 1.410 -2.31 0.27 -3.35
C 3.940 0.106 1.134 -0.13 -1.46 2.38
O 3.623 0.593 0.005 -1.89 0.87 -2.59
C 5.239 0.198 1.676 -0.47 -0.02 -0.16
Cl 6.444 0.996 0.744 0.09 0.09 -0.19
Te -3.340 -0.428 -0.735 0.43 -1.12 0.95
C -4.206 -1.883 0.608 -0.07 0.68 -0.40
C -4.062 -3.252 0.450 0.05 0.03 -0.01
C -4.761 -4.091 1.307 0.30 -0.08 -0.29
N -5.554 -3.657 2.271 -0.30 -0.37 0.38
C -5.672 -2.351 2.431 0.00 0.37 0.05
C -5.024 -1.424 1.630 0.03 -0.05 -0.01
C -1.344 -0.632 -0.003 -0.12 0.71 -1.21
P -0.154 -1.509 -1.043 -1.04 1.95 1.71
C 0.315 -3.046 -0.230 0.63 0.16 -0.28
C 1.339 -3.791 -0.814 -0.09 0.10 0.09
C 1.801 -4.931 -0.189 0.12 -0.16 -0.06
C 1.252 -5.323 1.025 0.03 -0.02 0.02
C 0.270 -4.552 1.629 0.02 -0.19 0.02
C -0.197 -3.411 1.005 -0.12 0.23 -0.09
C -0.876 -2.030 -2.631 0.73 0.44 -0.42
C -1.040 -3.356 -3.026 0.07 0.11 0.38
C -1.453 -3.651 -4.314 -0.10 -0.10 -0.17
C -1.708 -2.637 -5.222 -0.05 0.03 0.05
C -1.561 -1.313 -4.835 0.00 0.06 -0.09
C -1.141 -1.016 -3.554 0.13 0.02 0.18
P -0.489 0.901 0.459 -1.07 -2.72 -0.28
C -1.770 2.203 0.308 0.85 0.49 -0.62
C -2.657 2.500 1.340 0.30 -0.13 0.07
C -3.666 3.422 1.134 -0.03 -0.02 -0.05
C -3.796 4.055 -0.091 -0.04 0.00 -0.07
C -2.924 3.757 -1.124 -0.07 0.05 -0.10
C -1.913 2.837 -0.920 0.13 -0.09 0.05
C -0.264 0.979 2.265 0.71 0.40 -0.29
C 0.574 2.007 2.693 -0.11 -0.10 -0.05
C 0.822 2.189 4.038 0.07 0.12 0.12
C 0.236 1.337 4.962 0.01 -0.01 0.07
C -0.607 0.321 4.541 -0.06 0.13 0.03
C -0.859 0.134 3.192 -0.04 -0.03 -0.28
H -3.426 -3.659 -0.323 0.01 -0.07 -0.09
H -4.690 -5.166 1.206 0.07 -0.11 -0.06
H -6.321 -2.027 3.235 -0.06 0.07 0.08
H -5.152 -0.363 1.796 -0.07 0.05 0.03
H 1.775 -3.448 -1.745 0.07 -0.11 -0.08
H 2.599 -5.507 -0.639 0.00 -0.04 0.01
H 1.604 -6.225 1.504 0.04 0.00 0.07
H -0.125 -4.834 2.594 -0.03 -0.04 0.05
H -0.939 -2.779 1.471 -0.09 0.05 0.04
H -0.844 -4.157 -2.328 0.06 -0.04 0.02
H -1.554 -4.683 -4.623 -0.05 -0.02 0.06
H -2.024 -2.875 -6.228 0.01 -0.02 -0.04
H -1.745 -0.519 -5.547 -0.04 0.03 0.03
H -0.991 0.013 -3.244 -0.02 0.05 -0.07
H -2.565 2.002 2.294 0.03 0.02 0.05
H -4.361 3.644 1.930 -0.04 0.01 0.09
H -4.582 4.776 -0.245 -0.13 0.10 -0.02
H -3.035 4.233 -2.086 -0.01 0.08 -0.09
H -1.229 2.581 -1.720 -0.04 0.04 -0.10
H 1.033 2.654 1.953 0.07 0.07 0.05
H 1.464 2.993 4.370 0.08 -0.02 0.01
H 0.450 1.456 6.013 -0.02 0.04 0.10
H -1.068 -0.324 5.273 -0.03 -0.12 0.02
H -1.506 -0.664 2.857 -0.04 -0.09 -0.10
O 2.921 1.762 -4.558 0.04 -0.58 0.09
C 2.278 1.535 -3.433 -0.15 1.43 -0.28
O 2.086 0.418 -3.002 -0.44 -0.74 1.32
C 1.797 2.778 -2.713 -0.03 -0.24 0.16
N 1.757 3.916 -3.621 -0.25 -0.15 -0.14
C 2.198 5.118 -2.898 0.34 0.48 0.14
C 2.462 4.664 -1.457 -0.03 -0.01 -0.24
C 2.809 3.193 -1.632 -0.11 0.10 0.10
H 0.833 2.545 -2.226 0.21 -0.02 -0.21
H 0.851 4.029 -4.061 0.11 0.00 0.11
H 2.892 2.734 -4.717 -0.23 -0.01 0.22
H 1.460 5.920 -2.938 -0.03 -0.06 -0.11
H 3.115 5.484 -3.370 -0.07 0.08 0.14
H 1.554 4.751 -0.859 -0.03 0.07 0.04
H 3.255 5.228 -0.975 0.02 0.07 0.03
H 2.719 2.608 -0.715 0.09 0.06 -0.17
H 3.824 3.079 -2.010 0.12 -0.07 0.01
```
Positions in Å, forces in eV/Å.


> The highest relative energy (zero: lowest compared OMol25 entry of this formula, charge and spin) belongs to which entry?

C41H33BeNO3P2S